(1)
ORCA calculation (wB97M-V/def2-TZVPD) on a molecular structure, C26H34N3NbO5S4.

Values from the calculation:
Orbital gap (spin up / spin down) (eV): 5.49 / 5.50
F_max (eV/Å): 5.0
Highest occupied orbital energy (spin up / spin down) (hartree): -0.260 / -0.260
ΔE to the lowest compared entry with this formula, charge and spin (kJ/mol): 153.8

Geometry as XYZ:
```
73
C26H34N3NbO5S4 (wB97M-V/def2-TZVPD)
Nb 0.169 0.326 1.130
C -1.758 -0.245 -0.170
C -1.485 0.637 -1.254
C -0.113 0.255 -1.671
C 0.352 -0.810 -0.839
C -0.757 -1.268 0.018
C -1.177 -2.734 0.152
C -1.692 -3.174 -1.218
C 0.006 -3.658 0.491
C -2.218 -2.949 1.319
C 0.843 0.858 -2.719
C 0.749 2.424 -2.881
C 0.535 0.166 -4.052
C 2.297 0.546 -2.310
C -2.462 1.561 -1.857
C -2.309 2.994 -1.313
C -3.862 0.909 -1.519
C -2.569 1.617 -3.372
H -2.729 -0.272 0.215
H 1.231 -1.381 -1.049
H -0.934 -3.017 -2.017
H -2.562 -2.567 -1.532
H -2.009 -4.218 -1.203
H 0.783 -3.729 -0.317
H -0.368 -4.703 0.708
H 0.538 -3.387 1.419
H -2.940 -2.131 1.368
H -1.740 -2.927 2.275
H -2.774 -3.855 1.183
H -0.212 2.735 -3.217
H 1.526 2.773 -3.593
H 0.924 2.966 -1.958
H -0.535 0.264 -4.250
H 0.793 -0.924 -3.969
H 1.087 0.638 -4.899
H 2.492 0.776 -1.238
H 3.061 1.040 -2.939
H 2.571 -0.544 -2.361
H -2.435 3.038 -0.201
H -3.146 3.568 -1.747
H -1.334 3.477 -1.490
H -4.114 0.869 -0.479
H -3.973 -0.120 -1.938
H -4.720 1.464 -1.971
H -1.693 1.965 -3.995
H -3.401 2.341 -3.591
H -2.851 0.645 -3.778
O 0.643 4.413 0.527
C 0.712 3.259 0.976
O 0.514 2.114 0.200
C 1.109 2.877 2.416
O 1.504 3.661 3.278
O 0.824 1.596 2.667
O -1.987 0.822 7.909
C -1.828 0.685 6.738
S -2.412 1.750 5.330
C -1.627 0.968 4.047
C -0.776 -0.153 4.371
S 0.129 -1.142 3.200
S -0.855 -0.664 5.960
S -1.866 1.344 2.340
N 4.818 -3.138 1.062
C 4.558 -1.882 1.466
C 3.151 -1.515 1.532
N 2.734 -0.266 1.494
C 3.688 0.634 1.794
C 5.015 0.275 1.995
N 5.553 -0.955 1.713
H 4.051 -3.768 0.935
H 5.754 -3.503 1.085
H 2.435 -2.308 1.294
H 3.376 1.671 1.869
H 5.702 0.988 2.431
```

---

(2)
ORCA calculation (wB97M-V/def2-TZVPD) on a single C26H34N4O3 molecule.

Values from the calculation:
Orbital gap (eV): 9.53
F_max (eV/Å): 0.7
SMILES string: Cc1ccc(N(CC(=O)NC2CCCCC2)C(=O)CCCC(=O)Nc2ccccn2)c(C)c1
Highest occupied orbital energy (hartree): -0.326
ΔE to the lowest compared entry with this formula, charge and spin (kJ/mol): 14.9

Geometry as XYZ:
```
67
C26H34N4O3 (wB97M-V/def2-TZVPD)
C 4.549 3.882 1.730
C 3.433 3.045 1.185
C 3.633 1.692 0.934
C 2.607 0.917 0.430
C 1.363 1.480 0.175
N 0.335 0.654 -0.367
C 0.372 0.443 -1.809
C -0.585 1.398 -2.546
O -0.187 2.349 -3.189
N -1.869 1.058 -2.387
C -2.978 1.824 -2.914
C -3.701 2.582 -1.794
C -4.413 1.625 -0.841
C -5.404 0.756 -1.608
C -4.681 -0.036 -2.693
C -3.954 0.904 -3.653
C -0.635 0.081 0.368
O -1.519 -0.594 -0.151
C -0.552 0.254 1.871
C 0.254 -0.899 2.484
C -0.481 -2.239 2.349
C 0.485 -3.391 2.542
O 0.545 -4.057 3.549
N 1.300 -3.563 1.456
C 2.350 -4.453 1.272
C 2.724 -5.419 2.206
C 3.789 -6.239 1.890
C 4.441 -6.077 0.674
C 3.989 -5.084 -0.178
N 2.972 -4.290 0.108
C 1.142 2.839 0.402
C -0.174 3.474 0.079
C 2.190 3.595 0.912
H 5.383 3.898 1.030
H 4.911 3.466 2.669
H 4.222 4.904 1.904
H 4.596 1.246 1.130
H 2.769 -0.130 0.221
H 0.081 -0.590 -2.020
H 1.388 0.627 -2.159
H -2.085 0.285 -1.767
H -2.540 2.543 -3.616
H -4.434 3.252 -2.248
H -2.980 3.195 -1.249
H -4.935 2.199 -0.072
H -3.684 0.985 -0.339
H -5.907 0.072 -0.922
H -6.165 1.392 -2.067
H -5.398 -0.640 -3.253
H -3.970 -0.719 -2.226
H -4.686 1.526 -4.173
H -3.409 0.327 -4.402
H -0.079 1.202 2.125
H -1.567 0.236 2.270
H 0.432 -0.690 3.540
H 1.229 -0.949 1.993
H -0.945 -2.308 1.363
H -1.263 -2.311 3.105
H 1.154 -2.967 0.651
H 2.189 -5.509 3.136
H 4.109 -7.001 2.585
H 5.274 -6.703 0.398
H 4.456 -4.908 -1.138
H -0.268 4.438 0.574
H -0.242 3.633 -0.997
H -1.006 2.840 0.379
H 2.028 4.648 1.091
```

---

(3)
ORCA calculation (wB97M-V/def2-TZVPD) on a single C26H34N4O4 molecule.

Values from the calculation:
Orbital gap (eV): 9.48
F_max (eV/Å): 1.3
SMILES string: C=CCN(C(=O)CCC(=O)Nc1cc(C)on1)[C@H](C(=O)NC1CCCC1)c1ccc(CC)cc1
Highest occupied orbital energy (hartree): -0.324
ΔE to the lowest compared entry with this formula, charge and spin (kJ/mol): 216.3

Geometry as XYZ:
```
68
C26H34N4O4 (wB97M-V/def2-TZVPD)
C 0.616 2.234 2.102
C 1.581 1.396 2.426
C 1.660 -0.054 2.030
N 0.767 -0.443 0.963
C -0.466 -0.950 1.137
O -1.099 -1.446 0.211
C -1.054 -0.875 2.538
C -2.571 -1.002 2.424
C -3.088 0.094 1.504
O -2.539 1.164 1.374
N -4.249 -0.236 0.868
C -4.942 0.563 -0.014
C -4.655 1.882 -0.452
C -5.681 2.163 -1.306
C -6.003 3.365 -2.113
O -6.509 1.107 -1.373
N -6.046 0.116 -0.569
C 1.310 -0.412 -0.404
C 2.064 -1.745 -0.566
O 3.244 -1.909 -0.323
N 1.230 -2.731 -0.936
C 1.606 -4.130 -0.932
C 0.959 -4.857 -2.125
C -0.199 -5.691 -1.550
C -0.384 -5.191 -0.117
C 1.036 -4.834 0.308
C 2.063 0.868 -0.658
C 3.435 1.000 -0.498
C 4.048 2.223 -0.705
C 3.312 3.341 -1.070
C 3.971 4.682 -1.226
C 3.939 5.444 0.100
C 1.941 3.202 -1.242
C 1.326 1.983 -1.044
H 0.635 3.259 2.428
H -0.232 1.941 1.507
H 2.416 1.720 3.034
H 1.475 -0.679 2.911
H 2.679 -0.272 1.695
H -0.651 -1.687 3.148
H -0.797 0.080 2.994
H -3.037 -0.884 3.404
H -2.836 -1.979 2.019
H -4.643 -1.158 0.987
H -3.825 2.488 -0.165
H -6.036 3.107 -3.171
H -5.250 4.129 -1.951
H -6.981 3.753 -1.833
H 0.438 -0.431 -1.069
H 0.236 -2.534 -0.948
H 2.697 -4.153 -0.957
H 0.601 -4.124 -2.847
H 1.686 -5.492 -2.629
H 0.073 -6.748 -1.535
H -1.108 -5.588 -2.140
H -0.839 -5.942 0.528
H -1.012 -4.299 -0.101
H 1.075 -4.192 1.187
H 1.609 -5.739 0.511
H 4.032 0.142 -0.233
H 5.118 2.308 -0.579
H 3.451 5.265 -1.989
H 5.008 4.552 -1.543
H 4.465 4.883 0.870
H 4.412 6.418 -0.007
H 2.912 5.589 0.427
H 1.350 4.059 -1.535
H 0.258 1.892 -1.182
```